# 1
Below is a structure of composition C49H51Cl2N4O7PSSiW at a distorted geometry, with properties calculated with ωB97M-V/def2-TZVPD.

```
117
Properties=species:S:1:pos:R:3
W -0.22 0.05 0.11
Cl 0.42 3.76 5.94
C 0.04 3.28 4.33
C 0.20 1.95 3.97
C -0.08 1.55 2.67
N -0.02 0.24 2.14
C -0.46 -0.79 2.93
O -0.57 -0.79 4.14
C -0.82 -2.00 2.13
C -1.38 -3.10 2.75
C -1.68 -4.22 2.00
C -1.30 -4.23 0.66
C -0.74 -3.10 0.12
N -0.57 -1.97 0.81
C -0.54 2.50 1.74
C -0.71 3.83 2.10
C -0.41 4.21 3.40
Cl -0.60 5.87 3.84
N -0.68 1.98 0.47
C -0.95 2.71 -0.67
O -1.83 3.52 -0.85
C 0.17 2.43 -1.60
C 0.60 3.40 -2.48
C 1.90 3.38 -2.94
C 2.74 2.38 -2.45
C 2.22 1.41 -1.62
N 0.95 1.36 -1.22
H 0.54 1.23 4.70
H -1.58 -3.03 3.81
H -2.18 -5.07 2.44
H -1.47 -5.10 0.04
H -0.38 -3.09 -0.90
H -1.07 4.54 1.38
H -0.08 4.20 -2.73
H 2.28 4.14 -3.62
H 3.79 2.36 -2.70
H 2.87 0.64 -1.23
C 1.64 -0.56 -5.09
C 2.18 -1.72 -4.27
C 1.50 -3.01 -4.72
C 3.69 -1.82 -4.49
O 1.88 -1.46 -2.87
Si 2.56 -2.19 -1.57
S 2.00 -1.14 0.20
O 1.95 -3.71 -1.69
C 2.38 -5.03 -1.35
C 1.27 -5.96 -1.81
C 3.68 -5.37 -2.08
C 2.57 -5.15 0.16
O 4.18 -2.27 -1.64
C 5.36 -1.86 -0.91
C 5.41 -0.35 -0.72
C 6.53 -2.31 -1.78
C 5.39 -2.56 0.44
H 2.27 0.32 -4.98
H 0.63 -0.31 -4.77
H 1.61 -0.84 -6.15
H 1.64 -3.79 -3.96
H 0.43 -2.85 -4.87
H 1.93 -3.35 -5.66
H 3.92 -1.76 -5.56
H 4.08 -2.76 -4.10
H 4.20 -1.00 -3.98
H 1.09 -5.83 -2.88
H 0.35 -5.75 -1.27
H 1.56 -7.00 -1.64
H 3.52 -5.39 -3.15
H 4.04 -6.35 -1.75
H 4.44 -4.62 -1.86
H 1.64 -4.88 0.68
H 3.35 -4.47 0.50
H 2.84 -6.17 0.43
H 5.37 0.17 -1.68
H 6.34 -0.09 -0.22
H 4.57 -0.01 -0.11
H 6.54 -1.74 -2.72
H 6.43 -3.36 -2.03
H 7.47 -2.14 -1.26
H 4.52 -2.27 1.03
H 6.30 -2.28 0.98
H 5.39 -3.65 0.31
O -3.00 1.26 2.00
C -3.03 0.77 0.89
O -2.30 -0.27 0.50
C -3.95 1.21 -0.20
C -5.13 1.87 0.09
C -6.04 2.12 -0.92
C -5.75 1.73 -2.22
C -4.54 1.12 -2.51
C -3.62 0.84 -1.51
P -2.04 -0.06 -1.88
C -1.96 0.39 -3.68
C -2.08 -0.48 -4.76
C -1.97 -0.03 -6.06
C -1.74 1.31 -6.32
C -1.68 2.21 -5.27
C -1.80 1.76 -3.96
C -2.66 -1.78 -1.97
C -3.86 -2.17 -1.38
C -4.31 -3.48 -1.49
C -3.60 -4.40 -2.24
C -2.40 -4.03 -2.83
C -1.91 -2.74 -2.66
H -5.32 2.16 1.12
H -6.98 2.62 -0.69
H -6.47 1.91 -3.01
H -4.33 0.85 -3.54
H -2.30 -1.53 -4.59
H -2.06 -0.74 -6.88
H -1.63 1.66 -7.34
H -1.55 3.26 -5.46
H -1.82 2.47 -3.16
H -4.45 -1.45 -0.83
H -5.23 -3.77 -1.00
H -3.97 -5.41 -2.36
H -1.84 -4.74 -3.42
H -0.94 -2.47 -3.06
```

Calculated values
- orbital gap (alpha / beta) (eV) = 6.099 / 6.310
- ΔE to the lowest compared entry with this formula, charge and spin (eV) = 0.537
- HOMO energy (alpha / beta) (eV) = -6.78 / -7.41
- <S²> = 2.017
- multiplicity = 3
- DFT total energy (hartree) = -4660.3623

Here are the Löwdin charges for atoms 1 to 8, given in e: 1.443 0.663 -0.681 -0.025 -0.192 -0.055 -0.446 0.090

***

# 2
Below is a structure of composition C35H42CdN2OPS2, with properties calculated with ωB97M-V/def2-TZVPD.

```
84
Properties=species:S:1:pos:R:3
Cd 0.14 -0.24 0.16
C 2.72 -0.08 -1.59
C 2.48 -0.62 -0.31
C 2.41 0.49 0.61
C 2.60 1.67 -0.14
C 2.78 1.31 -1.49
H 2.83 -0.65 -2.51
H 2.62 -1.65 -0.01
H 2.45 0.41 1.69
H 2.58 2.67 0.26
H 2.89 2.01 -2.31
C -3.21 2.34 2.30
C -2.13 1.88 1.34
N -1.51 0.76 1.51
N -1.96 0.02 2.61
C -1.37 -1.10 2.85
S -0.03 -1.92 2.14
S -2.06 -2.05 4.23
C -3.78 -1.49 4.27
C -4.77 -2.36 3.53
C -5.82 -1.75 2.85
C -6.75 -2.50 2.14
C -6.65 -3.88 2.11
C -5.62 -4.50 2.80
C -4.68 -3.75 3.50
C -1.83 2.78 0.21
C -2.32 4.10 0.28
C -2.14 5.03 -0.72
C -1.44 4.65 -1.87
C -0.96 3.38 -1.99
C -1.13 2.39 -0.98
O -0.69 1.20 -1.22
H -3.41 1.58 3.04
H -4.12 2.57 1.75
H -2.89 3.24 2.82
H -3.77 -0.49 3.84
H -4.06 -1.40 5.32
H -5.90 -0.67 2.86
H -7.55 -2.00 1.60
H -7.37 -4.47 1.56
H -5.53 -5.58 2.79
H -3.86 -4.24 4.00
H -2.86 4.42 1.16
H -2.53 6.04 -0.61
H -1.28 5.37 -2.67
H -0.40 3.06 -2.87
C -0.23 -0.67 -3.89
C -1.61 -1.24 -3.53
C -2.62 -0.09 -3.46
C -2.03 -2.22 -4.63
P -1.38 -1.99 -1.82
C -0.45 -3.52 -2.20
C 0.92 -3.47 -1.92
C 1.75 -4.55 -2.19
C 1.23 -5.71 -2.73
C -0.13 -5.79 -3.01
C -0.96 -4.70 -2.75
C -3.04 -2.53 -1.11
C -4.10 -3.11 -2.05
C -2.73 -3.54 0.00
C -3.65 -1.28 -0.44
H -0.31 -0.12 -4.83
H 0.50 -1.47 -4.02
H 0.13 0.01 -3.12
H -2.56 0.49 -4.38
H -2.40 0.57 -2.62
H -3.65 -0.45 -3.37
H -2.09 -1.67 -5.58
H -3.00 -2.68 -4.45
H -1.29 -3.02 -4.76
H 1.33 -2.57 -1.50
H 2.81 -4.48 -1.96
H 1.87 -6.56 -2.93
H -0.55 -6.69 -3.44
H -2.01 -4.78 -2.99
H -3.79 -4.05 -2.52
H -4.39 -2.41 -2.83
H -4.99 -3.34 -1.45
H -2.35 -4.48 -0.41
H -3.65 -3.75 0.56
H -1.99 -3.16 0.70
H -4.05 -0.58 -1.17
H -2.91 -0.75 0.17
H -4.46 -1.59 0.22
```

Calculated values
- orbital gap (eV) = 6.914
- ΔE to the lowest compared entry with this formula, charge and spin (eV) = 0.000
- HOMO energy (eV) = -4.41
- DFT total energy (hartree) = -2849.1929
- total charge = -1

Here are the Löwdin charges for atoms 1 to 8, given in e: 1.243 -0.208 -0.320 -0.293 -0.192 -0.180 0.074 0.065